Entry 1:
C34H30Br2N5O4PRuS2 | ωB97M-V/def2-TZVPD

Computed properties:
* energy above the lowest of the compared OMol25 structures with the same formula, charge and spin: 23.8 kcal/mol
* net charge: 0
* HOMO level: -6.59 eV
* gap between HOMO and LUMO: 0.221 hartree
* 2S+1: 1
* energy: -8269.24548 Eh
* E_LUMO: -0.0211 hartree

Last column: Mulliken charge in e.
Cartesian coordinates (Å):
Ru -0.69683 -1.14048 2.08947  -0.063
C -0.66317 -2.49628 -1.29776  -1.033
C -1.53188 -3.27491 -0.35458  0.757
C -2.12707 -4.47461 -0.80178  -1.124
C -2.85078 -5.24621 0.05524  -0.920
C -3.04970 -4.81167 1.38234  0.738
C -3.78832 -5.51366 2.36115  -0.141
Br -4.52666 -7.21910 1.96649  -0.257
C -3.98383 -4.97598 3.60365  -0.303
C -3.47557 -3.71338 3.91709  -0.290
Br -3.82213 -2.96872 5.61557  -0.169
C -2.73445 -2.95874 3.00902  0.478
O -2.30907 -1.77473 3.24268  -0.446
C -2.47700 -3.57032 1.73680  -0.037
N -1.69533 -2.84502 0.87883  0.654
H -0.64219 -2.97132 -2.27654  0.461
H 0.35966 -2.44327 -0.92054  0.140
H -1.03539 -1.47895 -1.42016  0.143
H -1.98337 -4.77726 -1.82995  0.419
H -3.28969 -6.17834 -0.27315  0.338
H -4.54561 -5.51995 4.35005  0.446
C 1.31538 3.08807 4.82684  -1.150
C 1.75915 1.71231 4.38331  0.022
O 1.22512 0.70440 5.25033  -0.465
P -0.04565 -0.19963 4.85566  1.449
S 0.67228 -1.87361 3.97946  -0.710
S -1.31987 0.80268 3.74654  -0.532
O -0.63045 -0.52616 6.28791  -0.356
C 0.19147 -1.12288 7.31527  -0.350
C -0.25369 -2.54549 7.56155  -0.983
H 1.74559 3.84450 4.16736  0.394
H 1.64606 3.28560 5.84668  0.309
H 0.23009 3.16611 4.78634  0.237
H 2.84382 1.61303 4.44726  0.337
H 1.45499 1.51293 3.35266  -0.079
H 0.05396 -0.50076 8.19953  0.366
H 1.24218 -1.07576 7.02468  0.316
H -1.28257 -2.57230 7.91831  0.224
H 0.39141 -3.00415 8.31353  0.380
H -0.19267 -3.12527 6.64150  0.226
C 3.35657 4.91981 -9.50435  -0.841
O 2.09080 5.01319 -8.87608  -0.467
C 1.92015 4.35909 -7.70302  0.959
C 2.88726 3.56299 -7.10047  -0.701
C 2.60013 2.93734 -5.89400  -0.725
C 1.36719 3.08958 -5.27696  0.383
C 0.40487 3.89324 -5.89624  -0.516
C 0.67498 4.51829 -7.09111  -0.611
C 1.03050 2.42948 -4.01322  0.255
N -0.13315 2.50770 -3.41115  -0.881
C -0.01157 1.73594 -2.28520  1.103
C 1.24472 1.18108 -2.20364  0.046
N 1.90667 1.63751 -3.31863  -0.124
C 1.66546 0.31347 -1.14771  0.777
C 2.92603 -0.27983 -1.00855  -0.975
C 3.14695 -1.10984 0.06536  -0.869
C 2.13331 -1.33131 0.99887  -0.835
N 0.93368 -0.76826 0.89631  0.986
C 0.69647 0.03556 -0.17349  -0.259
C -0.64251 0.56157 -0.27705  -0.021
N -1.51762 0.13840 0.66433  0.438
C -2.74327 0.63570 0.66365  -0.530
C -3.17438 1.55657 -0.29543  -1.087
C -2.31443 1.95219 -1.29294  -0.877
C -1.01045 1.44343 -1.29703  0.402
H 3.29833 5.54238 -10.39211  0.245
H 3.57731 3.89090 -9.79921  0.337
H 4.15028 5.29153 -8.85176  0.343
H 3.85635 3.41962 -7.55447  0.391
H 3.37492 2.32526 -5.44745  0.226
H -0.55614 4.01480 -5.41606  0.487
H -0.06273 5.14125 -7.57830  0.427
H 2.84226 1.40397 -3.59633  0.186
H 3.71243 -0.09418 -1.72925  0.435
H 4.10551 -1.58777 0.21045  0.439
H 2.28681 -1.96195 1.86239  0.439
H -3.39825 0.27109 1.44552  0.567
H -4.18406 1.93846 -0.24533  0.428
H -2.61969 2.64098 -2.06899  0.594



Entry 2:
C10H12N4O | ωB97M-V/def2-TZVPD

Computed properties:
* energy above the lowest of the compared OMol25 structures with the same formula, charge and spin: 134.9 kcal/mol
* net charge: 0
* SMILES: CCCOn1nnnc1-c1ccccc1
* HOMO level: -9.45 eV
* gap between HOMO and LUMO: 0.368 hartree
* 2S+1: 1
* energy: -682.34133 Eh
* E_LUMO: 0.0203 hartree

Last column: Mulliken charge in e.
Cartesian coordinates (Å):
C -1.73595 0.51975 -3.24225  -1.182
C -1.53812 -0.45690 -2.06832  -0.234
C -0.02642 -0.63572 -1.87708  -0.549
O 0.46973 -1.80601 -0.96259  -0.435
N 1.49611 -1.78822 -0.18666  0.914
N 2.18163 -2.91831 -0.12521  -0.383
N 2.97549 -2.84055 0.87535  -0.436
N 2.91211 -1.55771 1.47598  -0.410
C 1.78643 -1.08599 0.94966  -0.169
C 0.90887 0.04610 1.37423  0.432
C 1.48529 1.23574 1.77165  -0.378
C 0.71421 2.17878 2.46032  -0.474
C -0.60443 1.96223 2.64026  -0.218
C -1.23874 0.86186 2.20283  -0.682
C -0.49604 -0.18851 1.55115  -0.034
H -1.09465 1.36399 -3.21659  0.390
H -2.80927 0.93155 -3.15198  0.306
H -1.76224 0.06144 -4.21067  0.349
H -1.94637 -1.41919 -2.41449  0.249
H -2.09700 -0.29018 -1.15996  0.317
H 0.47517 0.21921 -1.48424  0.389
H 0.38246 -1.03416 -2.79913  0.354
H 2.60899 1.21315 1.69056  0.347
H 1.23931 3.10970 2.79524  0.327
H -1.01614 2.84800 3.15860  0.291
H -2.28475 0.58617 2.47269  0.323
H -0.98566 -1.11623 1.48067  0.597